# 1
Below is 2 unconnected molecules or ions with the total composition C19H31F5N3, with properties calculated with ωB97M-V/def2-TZVPD.

Kohn-Sham gap (eV): 6.941
M (g mol⁻¹): 396.47

Structure (ORCA input):
```
! RIJCOSX wB97M-V def2-TZVPD def2/J DEFGRID3
* xyz 1 1
C -1.52 -1.56 0.39
C -2.21 -0.61 0.18
C -3.03 0.56 -0.10
N -3.67 0.49 -1.42
C -3.00 0.31 -2.63
C -1.53 0.19 -2.85
C -0.83 1.56 -2.79
C 0.69 1.44 -2.84
C 1.41 1.27 -1.52
F 2.74 1.50 -1.72
F 1.28 0.00 -1.06
C 0.99 2.24 -0.38
F -0.08 1.75 0.27
F 0.66 3.44 -0.89
F 1.97 2.41 0.50
C -3.95 0.30 -3.59
N -5.16 0.49 -2.95
C -4.98 0.61 -1.65
C -6.05 0.86 -0.65
C -7.42 0.23 -0.98
H -0.97 -2.45 0.56
H -2.42 1.46 -0.05
H -3.80 0.61 0.65
H -1.42 -0.23 -3.85
H -1.08 -0.50 -2.14
H -1.15 2.15 -3.65
H -1.18 2.11 -1.92
H 0.96 0.56 -3.43
H 1.14 2.29 -3.34
H -3.83 0.18 -4.65
H -6.06 0.55 -3.40
H -6.16 1.95 -0.59
H -5.71 0.55 0.33
H -7.48 -0.11 -2.01
H -8.21 0.96 -0.84
H -7.60 -0.63 -0.35
C 5.44 -2.85 3.76
C 4.21 -1.96 3.67
N 4.46 -0.71 2.96
C 3.39 0.25 3.10
C 2.02 -0.09 2.49
C 5.02 -0.84 1.63
C 4.23 -1.65 0.59
H 6.27 -2.32 4.22
H 5.21 -3.72 4.38
H 5.76 -3.22 2.79
H 3.90 -1.70 4.68
H 3.38 -2.54 3.23
H 3.73 1.20 2.69
H 3.25 0.43 4.18
H 2.03 -0.01 1.41
H 1.27 0.60 2.88
H 1.70 -1.10 2.75
H 6.02 -1.28 1.73
H 5.20 0.17 1.25
H 3.85 -2.58 1.01
H 4.89 -1.92 -0.24
H 3.40 -1.09 0.18
*
```

=====

# 2
Below is C5H11NOS in the gas phase in a non-equilibrium geometry, with properties calculated with ωB97M-V/def2-TZVPD.

Kohn-Sham gap (eV): 10.069
Structure (SMILES): CNC(=O)CCCS
Energy relative to the best compared isomer or geometry (same formula, charge and spin) (eV): 1.117
M (g mol⁻¹): 133.22

Structure (ORCA input):
```
! RIJCOSX wB97M-V def2-TZVPD def2/J DEFGRID3
* xyz 0 1
C -0.04 0.06 0.92
C -0.77 -0.36 -0.38
C -2.23 -0.76 0.04
S -3.40 -0.39 -1.36
C 1.36 -0.46 0.89
N 2.36 0.30 0.32
C 2.14 1.43 -0.57
O 1.68 -1.59 1.24
H 0.01 1.12 1.15
H -0.48 -0.49 1.75
H -0.97 0.47 -1.03
H -0.31 -1.19 -0.91
H -2.28 -1.81 0.31
H -2.46 -0.16 0.91
H -4.39 -1.26 -1.09
H 3.30 -0.02 0.42
H 1.19 1.33 -1.07
H 2.42 2.39 -0.13
H 2.86 1.39 -1.40
*
```

=====

# 3
Below is 2 unconnected molecules or ions with the total composition C3H8NS in a non-equilibrium geometry, with properties calculated with ωB97M-V/def2-TZVPD.

Kohn-Sham gap (eV): 6.484
Energy relative to the best compared isomer or geometry (same formula, charge and spin) (eV): 2.593
M (g mol⁻¹): 90.17

Structure (ORCA input):
```
! RIJCOSX wB97M-V def2-TZVPD def2/J DEFGRID3
* xyz -1 1
C 1.42 0.74 1.27
S -0.35 0.77 1.64
H 1.41 1.47 0.50
H 1.96 -0.21 1.03
H 2.02 1.02 2.10
C -1.30 -0.12 -1.72
C 0.51 -1.51 -1.05
N -0.11 -0.94 -2.12
H -1.03 0.97 -1.71
H -1.99 -0.29 -2.53
H -1.71 -0.50 -0.69
H 1.65 -1.71 -1.12
H 0.35 -1.14 -0.02
*
```

=====

# 4
Below is 8 unconnected molecules or ions with the total composition C27H67BBrN9O9P in a non-equilibrium geometry, with properties calculated with ωB97M-V/def2-TZVPD.

Kohn-Sham gap (eV): 6.327
M (g mol⁻¹): 783.58

Structure (ORCA input):
```
! RIJCOSX wB97M-V def2-TZVPD def2/J DEFGRID3
* xyz 1 1
C -0.68 -0.69 0.34
C -1.61 -0.73 -1.01
Br -1.53 1.15 -1.78
C -3.19 -1.08 -0.75
P -3.52 -2.70 0.23
N -2.95 -2.64 1.95
C -5.40 -3.16 0.35
C -6.35 -2.27 -0.65
C -7.26 -1.13 0.17
N -6.41 -0.09 0.87
B -2.57 -4.22 -0.54
O -3.19 -5.19 -1.47
O -1.14 -4.36 -0.10
H 0.05 0.23 0.24
H 0.01 -1.64 0.47
H -1.30 -0.55 1.34
H -1.15 -1.43 -1.86
H -3.80 -0.20 -0.24
H -3.68 -1.23 -1.82
H -1.91 -2.57 2.00
H -3.44 -1.88 2.48
H -5.52 -4.31 0.08
H -5.76 -2.99 1.47
H -5.77 -1.80 -1.57
H -7.16 -3.01 -1.11
H -7.98 -0.57 -0.59
H -7.97 -1.65 0.97
H -5.93 0.55 0.18
H -5.70 -0.55 1.51
H -3.82 -4.75 -2.11
H -1.20 -4.79 0.82
C 3.18 2.61 -1.88
O 2.74 2.36 -0.77
N 2.68 2.13 -3.07
C 3.26 2.49 -4.35
C 1.53 1.25 -3.04
H 4.06 3.28 -2.01
H 2.50 2.99 -4.96
H 3.59 1.57 -4.85
H 4.12 3.16 -4.22
H 0.70 1.77 -2.56
H 1.78 0.36 -2.46
H 1.25 0.95 -4.06
C -11.11 -0.67 1.62
O -10.22 -1.50 1.49
N -10.92 0.67 1.91
C -12.03 1.59 2.04
C -9.57 1.17 2.07
H -12.17 -0.94 1.52
H -11.92 2.38 1.30
H -12.00 2.03 3.05
H -12.98 1.08 1.90
H -9.01 0.99 1.15
H -9.09 0.63 2.89
H -9.58 2.24 2.29
C 3.83 -5.81 -1.81
O 3.94 -4.78 -2.45
N 2.83 -6.09 -0.90
C 2.77 -7.34 -0.17
C 1.79 -5.10 -0.67
H 4.56 -6.63 -1.90
H 1.84 -7.85 -0.41
H 2.82 -7.13 0.90
H 3.61 -7.99 -0.44
H 1.28 -4.89 -1.62
H 2.26 -4.18 -0.31
H 1.07 -5.46 0.06
C -4.75 5.03 -0.66
O -5.51 4.22 -0.15
N -3.42 5.19 -0.34
C -2.59 6.18 -0.99
C -2.83 4.33 0.66
H -5.10 5.73 -1.43
H -1.76 5.68 -1.50
H -2.20 6.87 -0.23
H -3.16 6.76 -1.73
H -2.93 3.29 0.35
H -3.36 4.47 1.61
H -1.77 4.58 0.80
C 7.00 1.64 2.23
O 8.09 2.16 2.40
N 5.83 2.30 1.92
C 4.58 1.61 1.73
C 5.86 3.75 1.79
H 6.87 0.55 2.31
H 4.21 1.81 0.72
H 3.85 1.98 2.46
H 4.70 0.53 1.86
H 6.56 4.02 0.99
H 6.20 4.19 2.73
H 4.86 4.13 1.54
C 5.15 -6.62 1.61
O 4.39 -7.44 2.11
N 6.48 -6.47 1.92
C 7.31 -5.47 1.27
C 7.07 -7.32 2.92
H 4.80 -5.92 0.83
H 8.14 -5.98 0.76
H 7.70 -4.79 2.03
H 6.74 -4.90 0.53
H 6.97 -8.37 2.61
H 6.54 -7.18 3.87
H 8.13 -7.08 3.06
C 5.14 6.65 -2.32
O 5.16 6.53 -3.54
N 6.20 7.08 -1.54
C 6.10 7.19 -0.10
C 7.45 7.42 -2.18
H 4.24 6.42 -1.73
H 6.29 8.23 0.18
H 6.84 6.54 0.36
H 5.10 6.91 0.25
H 7.28 8.23 -2.90
H 7.82 6.54 -2.73
H 8.19 7.74 -1.44
*
```

=====

# 5
Below is a molecular structure, C9H31F2N11O6V in a non-equilibrium geometry, with properties calculated with ωB97M-V/def2-TZVPD.

Kohn-Sham gap (alpha / beta) (eV): 8.041 / 8.177
Expectation value of S²: 3.754
M (g mol⁻¹): 478.36

Structure (ORCA input):
```
! RIJCOSX wB97M-V def2-TZVPD def2/J DEFGRID3
* xyz 0 4
V 17.37 15.62 -15.12
F 16.19 17.37 -15.14
F 18.67 16.51 -16.50
C 20.53 12.29 -15.43
C 20.11 13.54 -14.69
C 20.97 14.79 -15.13
O 22.29 14.51 -14.87
C 22.63 14.77 -13.52
N 18.75 13.78 -15.13
H 20.08 11.38 -15.04
H 21.60 12.20 -15.22
H 20.43 12.56 -16.48
H 20.21 13.13 -13.69
H 20.74 15.70 -14.57
H 20.89 14.87 -16.21
H 22.41 15.83 -13.39
H 23.66 14.44 -13.38
H 22.13 14.16 -12.77
H 18.75 13.50 -16.10
H 18.35 12.94 -14.75
C 15.22 14.62 -17.35
O 16.29 14.74 -16.70
N 14.52 13.55 -17.33
N 14.54 15.59 -17.85
H 14.72 12.94 -16.55
H 13.66 13.49 -17.86
H 13.61 15.36 -18.17
H 15.08 16.45 -17.86
C 22.80 18.72 -15.73
O 23.85 18.78 -15.03
N 22.15 17.65 -15.88
N 22.36 19.83 -16.30
H 21.38 17.76 -16.53
H 22.44 16.77 -15.47
H 21.40 19.94 -16.59
H 22.96 20.63 -16.21
C 18.96 20.29 -16.13
O 18.95 21.33 -15.51
N 18.75 20.13 -17.41
N 19.29 19.18 -15.55
H 18.40 20.91 -17.95
H 19.09 19.24 -17.74
H 19.61 19.32 -14.60
H 19.25 18.28 -16.01
C 18.53 13.80 -18.78
O 18.45 13.09 -17.79
N 18.70 15.09 -18.92
N 18.49 13.34 -19.98
H 18.55 15.55 -19.81
H 18.80 15.68 -18.11
H 18.25 12.36 -19.99
H 18.61 13.79 -20.88
C 16.00 18.54 -18.81
O 15.50 18.90 -19.80
N 15.50 18.73 -17.65
N 17.17 17.93 -18.77
H 14.60 19.17 -17.64
H 15.95 18.38 -16.81
H 17.56 17.65 -19.66
H 17.62 17.63 -17.92
*
```

=====

# 6
Below is a molecular structure, C5H10O2, with properties calculated with ωB97M-V/def2-TZVPD.

Kohn-Sham gap (eV): 10.749
Energy relative to the best compared isomer or geometry (same formula, charge and spin) (eV): 2.599
M (g mol⁻¹): 102.13

Structure (ORCA input):
```
! RIJCOSX wB97M-V def2-TZVPD def2/J DEFGRID3
* xyz 0 1
C -0.81 1.75 -1.39
O -0.47 0.44 -1.01
C 0.36 0.44 0.12
C -0.39 0.54 1.46
O -0.26 -0.86 1.68
C 0.71 -0.98 0.62
C 0.52 -2.21 -0.25
H -1.30 2.31 -0.58
H 0.09 2.32 -1.70
H -1.50 1.68 -2.24
H 1.20 1.12 -0.03
H -1.43 0.86 1.41
H 0.15 1.13 2.22
H 1.72 -0.96 1.05
H 0.13 -1.96 -1.24
H 1.47 -2.75 -0.36
H -0.19 -2.87 0.25
*
```